The following is a quantum chemistry calculation of a 6-piece molecular cluster, C30H52NO10 overall at a distorted geometry, from OMol25.

Energy relative to the best compared isomer or geometry (same formula, charge and spin) (kcal per mole): 52.9
Calculated total energy (eV): -53908.7405
Total charge: +1
HOMO-LUMO gap (eV): 6.81

```
93
C30H52NO10, DFT wB97M-V/def2-TZVPD
C 0.33302 -1.78374 2.39625
C 1.53788 -2.22899 2.37175
C 3.09485 -2.26921 2.56970
C 3.77547 -0.89091 2.08086
C 2.78795 0.33483 2.10034
C 3.51279 1.73954 2.18453
C 2.67206 2.92290 1.85046
C 3.23057 4.29964 1.93756
C 4.65886 4.41977 2.36316
C 5.39910 3.18512 2.66515
N 4.82327 1.92193 2.57232
H -0.64720 -1.25252 2.36714
H 3.29650 -2.32350 3.68170
H 3.49063 -3.15628 2.00939
H 4.14822 -1.10449 1.03642
H 4.69193 -0.76859 2.72474
H 2.20537 0.36385 1.13295
H 2.06115 0.32529 2.96616
H 1.60442 2.77946 1.54743
H 2.56592 5.17060 1.70069
H 5.10155 5.43901 2.45608
H 6.45858 3.26825 3.00533
H 5.40338 1.11726 2.82383
O -1.30391 -8.58222 4.24360
C -1.32090 -7.40269 4.48956
O -0.53527 -6.56066 3.79160
C -0.61158 -5.13381 3.86997
C 0.20871 -4.60401 5.02840
C -2.14302 -6.86495 5.63016
H -1.65209 -4.80110 3.90370
H -0.19650 -4.74714 2.93777
H -0.15436 -4.98069 5.98677
H 0.19167 -3.51282 5.04551
H 1.24534 -4.93732 4.94179
H -1.58356 -6.97860 6.55971
H -3.06409 -7.44506 5.69395
H -2.44298 -5.82607 5.50784
O 1.00450 -6.23753 0.84677
C 0.17664 -7.00039 0.40031
O -0.35017 -6.77641 -0.81390
C -1.19374 -7.71075 -1.51072
C -2.63913 -7.55996 -1.08239
C -0.34010 -8.14887 1.22375
H -0.82476 -8.73259 -1.39693
H -1.10770 -7.47033 -2.56621
H -2.76610 -7.77977 -0.01989
H -3.28178 -8.23018 -1.65332
H -2.97624 -6.53230 -1.23584
H -1.12830 -7.79065 1.88073
H 0.47911 -8.53686 1.82839
H -0.70722 -8.98594 0.63327
O -2.56224 -7.72035 -4.07622
C -2.40604 -7.02422 -5.04914
O -1.19989 -6.48599 -5.29744
C -0.85685 -5.80304 -6.51019
C -1.26261 -4.34471 -6.44944
C -3.56550 -6.67456 -5.94198
H -1.26965 -6.31830 -7.38008
H 0.22847 -5.87041 -6.59934
H -2.34332 -4.23222 -6.34545
H -0.94621 -3.81994 -7.35256
H -0.80916 -3.86054 -5.58220
H -4.10644 -5.83013 -5.51254
H -4.23136 -7.53637 -5.99461
H -3.28089 -6.44429 -6.96650
O 2.65966 7.98966 1.39030
C 2.08286 7.90677 0.33201
O 1.98085 6.71142 -0.27393
C 1.16594 6.45587 -1.43043
C 1.90531 6.80392 -2.70476
C 1.55533 9.13175 -0.36236
H 0.20277 6.96424 -1.35142
H 0.95089 5.38558 -1.42192
H 2.15301 7.86562 -2.74805
H 1.30201 6.55448 -3.57859
H 2.84890 6.25635 -2.75822
H 2.36432 9.60213 -0.92285
H 1.19347 9.82767 0.39534
H 0.71495 8.93673 -1.02656
O -1.68854 8.56646 -2.86262
C -2.38475 9.21776 -2.12143
O -2.41426 10.55422 -2.23694
C -3.33708 11.40383 -1.54038
C -2.82714 11.74462 -0.15510
C -3.15371 8.55915 -1.00719
H -4.33723 10.96560 -1.52424
H -3.41168 12.31825 -2.13050
H -2.72396 10.85271 0.46608
H -3.50658 12.43662 0.34496
H -1.83827 12.20340 -0.21689
H -2.49389 8.42044 -0.14914
H -3.49752 7.58461 -1.35553
H -4.04270 9.10569 -0.70026
```



The following is a quantum chemistry calculation of C30H53BrCuN4P2 as an isolated structure at a distorted geometry, from OMol25.

Energy relative to the best compared isomer or geometry (same formula, charge and spin) (kcal per mole): 53.5
2S+1: 2
Calculated total energy (eV): -171171.6915
Expectation value of S²: 0.752
Total charge: +2
HOMO-LUMO gap (alpha / beta) (eV): 6.79 / 3.65

```
91
C30H53BrCuN4P2, DFT wB97M-V/def2-TZVPD
N 5.69728 3.62345 -4.77271
C 6.15005 2.76003 -3.87127
C 5.29916 2.24337 -2.86069
C 3.92842 2.60205 -2.83111
C 3.53676 3.60009 -3.76195
C 4.43345 4.04514 -4.73465
C 2.96521 1.88299 -1.97310
Cu 0.53546 0.61270 0.36058
P -3.31530 -2.63545 -0.08476
C 1.57054 1.94244 -2.04454
C 0.93160 0.76032 -2.75245
C 0.12517 0.81259 -3.90529
C -0.36460 -0.32328 -4.57106
C -0.08620 -1.60754 -4.06185
C 0.87481 -1.68839 -3.00705
C 1.33877 -0.53835 -2.36170
Br -1.20883 -3.02240 -4.41496
H 3.43681 1.03013 -1.47049
H 1.07409 2.94099 -1.84308
H 5.76026 1.55606 -2.15768
H 2.52967 4.02512 -3.77727
H 7.19711 2.45642 -3.96899
H 4.15088 4.75292 -5.52912
H -0.19269 1.81126 -4.25336
H 2.15046 -0.63386 -1.61176
H -0.98562 -0.28234 -5.46161
H 1.28389 -2.64596 -2.66929
P -0.97134 1.94578 0.86173
C -2.24652 -3.82619 -0.97231
C -3.15617 -4.57158 -1.97905
H -1.75185 -4.45067 -0.18878
H -1.44635 -3.30901 -1.54509
H -2.59016 -5.36166 -2.48358
H -4.00203 -5.02339 -1.45014
H -3.55138 -3.91307 -2.76257
C -3.20448 -1.50024 -1.51757
C -4.60725 -1.05060 -1.91656
H -2.74267 -2.03415 -2.36962
H -2.51548 -0.67415 -1.28455
H -4.56655 -0.27745 -2.69719
H -5.20843 -1.89073 -2.30598
H -5.15112 -0.65054 -1.04974
C -2.72445 -2.25405 1.56748
C -3.42431 -2.84741 2.81536
H -2.83341 -1.16565 1.58146
H -1.66898 -2.49239 1.65820
H -3.36270 -2.11558 3.61411
H -4.47928 -3.04695 2.64254
H -3.00526 -3.79246 3.17992
C -1.93140 1.90469 2.43250
C -1.99976 3.22123 3.19563
H -1.50812 1.11682 3.06653
H -2.95588 1.57213 2.19351
H -1.03980 3.47538 3.66106
H -2.29344 4.06351 2.56103
H -2.75826 3.14949 3.98506
C -2.46472 2.05732 -0.23169
C -2.30373 2.62361 -1.63111
H -3.18963 2.66488 0.33694
H -2.88185 1.03266 -0.31082
H -1.93686 3.64613 -1.60370
H -1.63478 2.06039 -2.28717
H -3.27801 2.61224 -2.14314
C -0.10488 3.53074 0.79854
C 1.19543 3.65801 1.58810
H -0.81596 4.28110 1.16428
H 0.11056 3.69789 -0.26548
H 1.56419 4.69617 1.50139
H 1.08725 3.48373 2.67051
H 2.00546 3.01063 1.22647
C 1.88318 -3.75901 1.82481
N 2.17142 -2.64359 2.70899
C 3.13475 -2.97801 3.73694
C 1.62209 -1.38210 2.49522
N 1.45019 -0.93911 1.24136
N 1.25493 -0.68821 3.61630
C 1.22480 -1.34750 4.90610
C 0.98945 0.73568 3.76595
H 2.41682 -4.64335 2.20831
H 2.21195 -3.59458 0.78881
H 0.80720 -3.97449 1.81043
H 3.74654 -2.15118 4.05940
H 2.66871 -3.41830 4.61101
H 3.80373 -3.73855 3.35482
H 1.82691 -1.62873 0.58306
H 2.14615 -1.18869 5.48958
H 0.41341 -0.94714 5.52576
H 1.01964 -2.40734 4.81854
H 0.99408 1.27690 2.80043
H 0.00872 0.87938 4.27412
H 1.73309 1.20077 4.46480
```



The following is a quantum chemistry calculation of a 8-piece molecular cluster, C30H53Cl2N7 overall at a distorted geometry, from OMol25.

Energy relative to the best compared isomer or geometry (same formula, charge and spin) (kcal per mole): 40.9
Calculated total energy (eV): -67441.6706
SMILES: CCCC#N.CCCC#N.CCCC#N.CCCC#N.CCCC#N.CCCC#N.CCCC#N.ClCCCl
HOMO-LUMO gap (eV): 11.03

```
92
C30H53Cl2N7, DFT wB97M-V/def2-TZVPD
C -4.53064 0.69355 -12.67174
C -4.50028 0.54331 -11.13315
C -3.28777 1.38280 -10.61809
C -2.04661 0.92392 -11.21295
N -1.06493 0.53878 -11.72665
H -3.58562 0.48465 -13.17313
H -4.80722 1.70242 -12.97797
H -5.30633 0.15209 -13.21323
H -4.30600 -0.52001 -10.99285
H -5.45434 0.72258 -10.63743
H -3.20198 1.31281 -9.53373
H -3.40797 2.44126 -10.84901
C 1.37915 8.19417 0.46655
C 2.68407 8.61371 1.06313
C 3.60836 7.42265 1.13445
C 4.09418 6.93494 -0.17050
N 4.55123 6.46192 -1.15272
H 1.60771 8.07603 -0.59265
H 0.69319 9.03613 0.55963
H 0.94744 7.31968 0.95336
H 2.61926 9.10809 2.03240
H 3.15257 9.35527 0.41605
H 3.20544 6.60463 1.73161
H 4.54371 7.77091 1.57255
C 6.95356 -2.64334 -0.38657
C 8.25999 -1.93212 -0.93149
C 8.35016 -0.44303 -0.67553
C 7.91894 -0.04470 0.69209
N 7.53750 0.16192 1.77469
H 7.00251 -2.77095 0.69483
H 6.91874 -3.68318 -0.71157
H 6.07074 -2.07459 -0.67853
H 8.32168 -2.21571 -1.98214
H 9.07744 -2.49399 -0.47964
H 7.56886 0.07715 -1.22967
H 9.34633 -0.07554 -0.92188
C -5.57236 -2.64872 10.55472
C -4.74101 -2.89267 9.26034
C -4.86557 -1.79811 8.20206
C -4.59533 -2.26858 6.83444
N -4.29283 -2.64956 5.75440
H -6.59600 -2.78352 10.20530
H -5.47714 -1.60213 10.84397
H -5.41623 -3.25003 11.45034
H -5.01065 -3.84640 8.80671
H -3.67928 -2.91451 9.50604
H -4.19365 -0.96673 8.41522
H -5.81828 -1.27102 8.15083
C 1.35488 -4.88264 -5.15673
C 2.36194 -5.12091 -6.23810
C 2.05049 -4.26983 -7.46254
C 0.90040 -4.63037 -8.27411
N -0.01668 -4.88200 -8.93523
H 1.39822 -3.82938 -4.87950
H 1.56286 -5.48359 -4.27146
H 0.33870 -5.11156 -5.47780
H 2.34417 -6.14271 -6.61719
H 3.32303 -4.88208 -5.78273
H 2.90598 -4.24110 -8.13738
H 1.83229 -3.22846 -7.22582
C 2.47073 -4.71703 4.39972
C 2.99454 -6.01548 5.04834
C 2.89523 -5.95145 6.61455
C 3.93705 -5.05820 7.24833
N 4.73082 -4.34070 7.72605
H 2.96385 -3.80271 4.72981
H 1.39497 -4.64360 4.55922
H 2.62117 -4.83409 3.32651
H 4.01899 -6.27165 4.77818
H 2.36270 -6.84990 4.74399
H 3.13464 -6.91372 7.06713
H 1.89607 -5.68798 6.96149
C -4.28295 5.10639 3.81008
C -5.52715 5.63802 3.05524
C -6.74153 5.85156 3.93214
C -7.21216 4.65630 4.62222
N -7.55667 3.69707 5.14747
H -3.71595 4.32503 3.30402
H -4.60044 4.63884 4.74213
H -3.58106 5.91590 4.01042
H -5.73431 4.88458 2.29531
H -5.21015 6.59464 2.63992
H -7.53013 6.22747 3.28030
H -6.61677 6.65878 4.65390
Cl 0.33671 1.56777 -0.64363
C -0.34641 -0.10652 -0.38901
C -1.69257 -0.26181 -1.11435
Cl -1.75824 0.48172 -2.73383
H -0.56877 -0.28711 0.66267
H 0.41722 -0.83240 -0.66839
H -2.54842 0.09999 -0.54449
H -1.96216 -1.31165 -1.22942
```